# 1
ORCA calculation (ωB97M-V/def2-TZVPD) on a cluster of 2 separate species, C3H6NO2 in total.

Last column: natural (NBO) charge in e.
Atoms and positions in Å:
C 1.693 -0.196 2.331  -0.5984
C 0.880 -1.162 1.859  0.0405
N -0.284 -0.959 1.161  -0.8176
H 1.785 0.756 1.823  0.2020
H 2.455 -0.529 3.026  0.1774
H 1.119 -2.171 2.178  0.1573
H -0.298 -0.062 0.655  0.4414
H -0.569 -1.742 0.595  0.3653
O -1.176 0.310 -2.783  -0.7759
C -0.505 0.947 -1.947  0.6337
O -0.691 1.082 -0.718  -0.8176
H 0.365 1.475 -2.415  -0.0080

Summary:
charge	-1
M	88.09	g/mol
Kohn-Sham gap	8.315	eV
lowest unoccupied orbital energy	4.0	eV
HOMO level	-4.29	eV

---

# 2
ORCA calculation (ωB97M-V/def2-TZVPD) on a structure of composition C23H32BrF2N3OOsS.

Last column: natural (NBO) charge in e.
Atoms and positions in Å:
Os -0.112 -0.280 0.280  0.8631
C 5.092 5.338 -1.168  -0.5984
C 5.010 4.556 0.155  -0.0792
C 4.947 5.541 1.334  -0.5990
C 6.266 3.697 0.300  -0.6148
C 3.740 3.722 0.136  0.0863
C 3.774 2.319 0.163  -0.2636
C 2.589 1.638 0.141  -0.1266
Br 2.605 -0.259 0.057  0.1644
C 1.332 2.282 0.067  0.2889
O 0.214 1.596 0.026  -0.5491
C 1.282 3.709 0.000  0.0070
C 2.494 4.364 0.057  -0.1515
C -0.046 4.455 -0.089  -0.0878
C -0.790 4.052 -1.375  -0.6019
C 0.170 5.970 -0.133  -0.6098
C -0.902 4.146 1.153  -0.5956
H 6.000 5.942 -1.173  0.2290
H 4.244 6.011 -1.298  0.2113
H 5.129 4.663 -2.025  0.2161
H 5.863 6.132 1.356  0.2293
H 4.862 5.015 2.286  0.2125
H 4.111 6.235 1.250  0.2108
H 7.139 4.348 0.350  0.2361
H 6.410 3.031 -0.553  0.2117
H 6.252 3.103 1.216  0.2069
H 4.712 1.786 0.184  0.2468
H 2.492 5.442 0.027  0.2315
H -0.188 4.281 -2.257  0.2206
H -1.712 4.630 -1.445  0.2262
H -1.052 2.997 -1.400  0.2087
H 0.750 6.278 -1.004  0.2182
H 0.657 6.345 0.769  0.2150
H -0.802 6.457 -0.203  0.2329
H -1.139 3.087 1.243  0.1946
H -1.841 4.696 1.084  0.2283
H -0.394 4.466 2.064  0.2178
F -2.923 -0.925 0.292  -0.3443
C -2.068 0.070 -0.057  0.4069
F -2.002 0.077 -1.449  -0.3554
H -2.501 1.021 0.261  0.1535
S -0.336 -0.157 2.490  0.1582
C 0.794 -1.270 3.284  0.0755
N 0.216 -2.363 3.828  -0.4404
C 0.869 -3.274 4.570  0.0915
C 2.214 -3.120 4.796  -0.2206
C 2.853 -2.006 4.260  -0.0767
C 2.146 -1.078 3.510  -0.2213
H -0.782 -2.475 3.674  0.4537
H 0.279 -4.092 4.958  0.2565
H 2.744 -3.846 5.395  0.2714
H 3.907 -1.849 4.449  0.2602
H 2.620 -0.190 3.124  0.2630
C -1.978 -4.724 -1.924  -0.4026
N -0.652 -4.324 -1.414  -0.3861
C 0.504 -5.170 -1.746  -0.4003
C -0.512 -3.215 -0.785  0.6626
N -0.414 -2.184 -0.248  -0.5384
H -1.939 -4.773 -3.011  0.2341
H -2.719 -3.991 -1.617  0.2385
H -2.233 -5.700 -1.518  0.2314
H 0.631 -5.194 -2.827  0.2352
H 0.323 -6.178 -1.377  0.2326
H 1.399 -4.766 -1.282  0.2248

Summary:
charge	+2
M	706.73	g/mol
Kohn-Sham gap (spin up / spin down)	5.438 / 5.412	eV
lowest unoccupied orbital energy (spin up / spin down)	-8.1 / -8.1	eV
HOMO level (spin up / spin down)	-13.51 / -13.51	eV

---

# 3
ORCA calculation (ωB97M-V/def2-TZVPD) on an isolated molecule of C2H6N2S.

Last column: natural (NBO) charge in e.
Atoms and positions in Å:
H -1.858 -2.142 0.193  0.3435
N -2.133 -1.119 0.088  -0.7296
C -1.040 -0.433 -0.124  0.3087
N -1.058 0.948 -0.150  -0.8406
S 0.594 -1.270 -0.224  0.2127
C 1.743 0.048 0.085  -0.7845
H -1.952 1.394 -0.126  0.4094
H -0.217 1.511 -0.487  0.4000
H 1.731 0.978 -0.582  0.2107
H 1.495 0.503 1.122  0.2266
H 2.694 -0.417 0.205  0.2433

Summary:
SMILES string	[H]/N=C(/N)SC
charge	0
M	90.15	g/mol
Kohn-Sham gap	9.496	eV
lowest unoccupied orbital energy	0.7	eV
HOMO level	-8.81	eV

---

# 4
ORCA calculation (ωB97M-V/def2-TZVPD) on a structure of composition C19H32N4PdS.

Last column: natural (NBO) charge in e.
Atoms and positions in Å:
Pd -1.513 -0.928 0.367  -0.0668
C 2.028 -1.028 1.697  -0.2225
C 1.711 -0.133 2.898  -0.2165
N 0.352 0.383 2.885  -0.6729
C 0.230 1.819 2.859  -0.2070
C 0.973 2.628 1.775  -0.5601
S 0.407 2.344 0.076  0.2003
C 1.923 1.768 -0.735  -0.5284
C 2.617 0.549 -0.091  -0.2114
N 1.714 -0.400 0.449  -0.7266
H 1.416 -1.932 1.744  0.2416
H 3.088 -1.340 1.783  0.1351
H 2.433 0.697 2.925  0.1433
H 1.898 -0.714 3.815  0.1602
H -0.213 -0.045 2.126  0.4074
H 0.591 2.224 3.820  0.1503
H -0.836 2.060 2.802  0.1972
H 2.044 2.422 1.813  0.2032
H 0.851 3.691 2.009  0.1897
H 2.640 2.593 -0.817  0.1787
H 1.594 1.518 -1.746  0.2185
H 3.282 0.910 0.704  0.1595
H 3.289 0.135 -0.871  0.1539
H 1.176 -1.047 -0.171  0.4667
C -5.603 1.264 -1.119  -0.5873
C -5.566 0.348 0.113  -0.1393
C -6.035 -1.063 -0.274  -0.5898
C -6.470 0.915 1.215  -0.5856
C -4.179 0.253 0.585  0.1840
N -3.045 0.137 0.815  -0.3115
H -6.633 1.370 -1.473  0.1837
H -4.994 0.841 -1.917  0.2276
H -5.210 2.251 -0.875  0.2122
H -7.075 -1.035 -0.615  0.1814
H -5.957 -1.737 0.579  0.2203
H -5.403 -1.464 -1.066  0.2336
H -7.500 0.985 0.852  0.1870
H -6.136 1.909 1.514  0.2094
H -6.453 0.269 2.093  0.2141
C 2.088 -2.999 -1.963  -0.6248
C 1.392 -3.972 -1.054  -0.1413
C 1.844 -5.266 -0.942  -0.2203
C 1.241 -6.208 -0.096  -0.4308
C 0.136 -5.764 0.644  -0.2437
C -0.372 -4.483 0.574  -0.0795
C -1.539 -4.115 1.444  -0.6490
C 0.239 -3.454 -0.292  0.1624
N -0.111 -2.206 -0.412  -1.0378
H 2.733 -3.520 -2.682  0.1650
H 2.706 -2.283 -1.404  0.1878
H 1.346 -2.391 -2.491  0.2202
H 2.709 -5.564 -1.540  0.1558
H 1.604 -7.228 -0.022  0.1624
H -0.359 -6.468 1.318  0.1567
H -2.144 -4.996 1.690  0.1649
H -2.158 -3.356 0.955  0.2306
H -1.220 -3.641 2.382  0.1879

Summary:
charge	-2
M	454.98	g/mol
Kohn-Sham gap	2.774	eV
lowest unoccupied orbital energy	4.4	eV
HOMO level	1.60	eV

---

# 5
ORCA calculation (ωB97M-V/def2-TZVPD) on a cluster of 10 separate species, C6H34N2O9 in total.

Last column: natural (NBO) charge in e.
Atoms and positions in Å:
C -1.660 1.554 2.713  -0.6367
C -1.320 2.057 1.303  -0.0456
C -2.582 2.141 0.455  -0.6251
N -0.261 1.249 0.625  -0.6920
C -0.684 -0.112 0.215  -0.2603
C 0.183 -1.246 0.830  -0.0427
C -0.164 -2.588 0.175  -0.6531
N -0.095 -1.321 2.304  -0.8807
H -2.105 0.588 2.689  0.2202
H -2.365 2.210 3.231  0.2150
H -0.772 1.507 3.381  0.2040
H -0.890 3.062 1.396  0.1943
H -3.261 3.026 0.827  0.2172
H -3.211 1.289 0.504  0.2092
H -2.381 2.352 -0.581  0.2196
H 0.565 1.256 1.186  0.3924
H -1.777 -0.333 0.486  0.1941
H -0.595 -0.165 -0.850  0.2073
H 1.308 -1.011 0.633  0.1666
H -1.185 -2.948 0.400  0.2108
H 0.013 -2.594 -0.909  0.2334
H 0.434 -3.402 0.564  0.2159
H 0.351 -2.113 2.708  0.3648
H 0.199 -0.489 2.783  0.3948
O 0.795 -1.945 -3.096  -1.0193
H 1.571 -1.873 -2.501  0.4977
H 0.706 -0.990 -3.403  0.4944
O -1.786 -1.440 -2.559  -0.9529
H -1.912 -1.696 -1.634  0.4738
H -0.991 -1.896 -2.747  0.4999
O 3.172 0.288 0.257  -0.9747
H 4.038 0.651 0.165  0.4887
H 2.692 0.717 -0.442  0.5166
O 3.001 -1.661 -1.593  -0.9849
H 3.493 -2.447 -1.396  0.4853
H 3.018 -1.086 -0.810  0.5016
O -0.159 0.567 -3.257  -1.0585
H -0.307 1.460 -2.819  0.5141
H -0.974 0.001 -3.061  0.5167
O 1.980 0.707 2.636  -0.9944
H 2.444 0.530 1.816  0.4984
H 2.588 1.157 3.256  0.4822
O -0.034 2.832 -1.853  -0.9749
H 0.907 2.872 -1.886  0.4784
H -0.122 2.416 -0.928  0.5045
O 2.213 1.031 -2.103  -1.0001
H 2.846 0.493 -2.606  0.4937
H 1.357 0.789 -2.428  0.5079
O -3.040 -1.885 2.206  -0.9784
H -3.119 -1.914 1.244  0.4592
H -2.122 -1.649 2.473  0.5012

Summary:
SMILES string	CC(C)NC[C@H](C)N.O.O.O.O.O.O.O.O.O
charge	0
M	278.34	g/mol
Kohn-Sham gap	9.044	eV
lowest unoccupied orbital energy	-0.1	eV
HOMO level	-9.14	eV

---

# 6
ORCA calculation (ωB97M-V/def2-TZVPD) on an isolated molecule of C6H4.

Last column: natural (NBO) charge in e.
Atoms and positions in Å:
C -2.498 -0.011 -0.137  -0.3464
C -1.377 -0.506 0.416  -0.1646
C -0.172 -0.399 0.014  -0.0643
C 1.203 -0.951 -0.065  0.0807
C 0.825 0.540 0.021  0.0511
C 2.232 0.241 0.112  -0.3607
H -2.445 0.161 -1.195  0.1722
H -3.470 0.213 0.307  0.1955
H 2.737 0.330 1.159  0.2132
H 2.965 0.384 -0.633  0.2232

Summary:
SMILES string	C=C=C1C2=C1C2
charge	0
M	76.10	g/mol
Kohn-Sham gap (spin up / spin down)	7.831 / 7.830	eV
lowest unoccupied orbital energy (spin up / spin down)	-0.2 / -0.2	eV
HOMO level (spin up / spin down)	-8.01 / -8.01	eV